{"formula": "C31H70Ca2N3O6", "method": "the ωB97M-V functional and the def2-TZVPD basis", "species": ["Ca", "Ca", "O", "C", "O", "O", "H", "C", "C", "C", "O", "C", "H", "H", "H", "H", "H", "H", "H", "H", "C", "C", "C", "O", "C", "H", "H", "H", "H", "H", "H", "H", "H", "C", "C", "C", "O", "C", "H", "H", "H", "H", "H", "H", "H", "H", "C", "C", "N", "C", "C", "C", "C", "H", "H", "H", "H", "H", "H", "H", "H", "H", "H", "H", "H", "H", "H", "H", "C", "C", "N", "C", "C", "C", "C", "H", "H", "H", "H", "H", "H", "H", "H", "H", "H", "H", "H", "H", "H", "H", "C", "C", "N", "C", "C", "C", "C", "H", "H", "H", "H", "H", "H", "H", "H", "H", "H", "H", "H", "H", "H", "H"], "coordinates": [[-12.609, -5.706, 9.595], [-13.807, -2.793, 14.129], [-9.937, -3.624, 12.155], [-11.210, -3.929, 12.419], [-11.671, -3.430, 13.488], [-11.813, -4.699, 11.604], [-9.752, -3.084, 12.965], [-8.681, -4.018, 7.799], [-9.449, -4.242, 6.480], [-10.850, -4.689, 6.950], [-10.815, -4.776, 8.398], [-9.747, -3.930, 8.873], [-8.102, -3.094, 7.770], [-7.922, -4.778, 7.988], [-8.956, -4.996, 5.877], [-9.504, -3.282, 5.976], [-11.154, -5.625, 6.480], [-11.598, -3.927, 6.708], [-9.396, -4.238, 9.855], [-10.124, -2.914, 9.020], [-9.106, -6.403, 16.979], [-8.182, -6.714, 15.843], [-9.134, -6.720, 14.637], [-10.440, -6.994, 15.157], [-10.349, -7.193, 16.572], [-9.385, -5.347, 17.021], [-8.724, -6.719, 17.949], [-7.679, -7.671, 15.981], [-7.397, -5.959, 15.766], [-8.806, -7.511, 13.959], [-9.133, -5.749, 14.137], [-10.203, -8.249, 16.830], [-11.261, -6.894, 17.093], [-15.805, -6.628, 15.676], [-14.298, -6.979, 15.631], [-13.731, -5.847, 14.816], [-14.437, -4.696, 15.309], [-15.829, -5.098, 15.588], [-16.233, -6.979, 16.614], [-16.385, -7.125, 14.900], [-14.186, -7.954, 15.157], [-13.880, -7.052, 16.632], [-13.832, -6.021, 13.733], [-12.656, -5.693, 14.946], [-16.438, -4.769, 14.742], [-16.052, -4.636, 16.545], [-11.475, -3.310, 16.811], [-12.466, -2.202, 17.171], [-13.008, -1.441, 16.034], [-11.940, -0.621, 15.437], [-12.348, 0.100, 14.166], [-14.216, -0.665, 16.401], [-13.988, 0.515, 17.371], [-10.498, -2.934, 16.498], [-11.770, -3.985, 16.003], [-11.261, -3.946, 17.670], [-13.236, -2.698, 17.763], [-11.958, -1.505, 17.843], [-11.558, 0.084, 16.185], [-11.060, -1.228, 15.208], [-12.673, -0.571, 13.355], [-13.092, 0.873, 14.363], [-11.480, 0.623, 13.761], [-14.925, -1.362, 16.857], [-14.716, -0.310, 15.489], [-13.517, 0.064, 18.246], [-14.949, 0.896, 17.704], [-13.339, 1.269, 16.940], [-11.638, -8.100, 12.044], [-11.726, -8.716, 10.649], [-11.372, -7.796, 9.541], [-9.907, -7.787, 9.240], [-9.026, -7.197, 10.336], [-12.101, -8.220, 8.313], [-11.878, -9.616, 7.785], [-12.347, -7.266, 12.134], [-10.654, -7.764, 12.341], [-12.012, -8.814, 12.781], [-11.099, -9.614, 10.591], [-12.730, -9.130, 10.521], [-9.583, -8.809, 9.034], [-9.811, -7.195, 8.330], [-8.055, -6.950, 9.919], [-9.520, -6.323, 10.772], [-8.932, -7.880, 11.177], [-11.849, -7.472, 7.547], [-13.186, -8.104, 8.498], [-10.849, -9.853, 7.519], [-12.446, -9.732, 6.859], [-12.227, -10.415, 8.438], [-8.634, 1.572, 15.013], [-8.323, 0.979, 13.641], [-8.493, -0.479, 13.593], [-8.346, -0.926, 12.215], [-9.473, -0.483, 11.290], [-7.625, -1.169, 14.537], [-7.950, -2.655, 14.632], [-9.557, 1.183, 15.445], [-8.770, 2.650, 14.900], [-7.813, 1.476, 15.723], [-9.029, 1.400, 12.926], [-7.322, 1.295, 13.318], [-8.218, -2.001, 12.103], [-7.367, -0.602, 11.818], [-10.436, -0.532, 11.806], [-9.565, -1.122, 10.410], [-9.308, 0.512, 10.878], [-6.561, -1.014, 14.309], [-7.787, -0.738, 15.524], [-7.755, -3.191, 13.701], [-7.449, -3.199, 15.430], [-9.023, -2.757, 14.854]], "forces_ev_per_a": [[1.8, 0.1, 0.8], [1.2, 0.0, 1.0], [-0.8, 0.2, 1.0], [0.0, -0.7, -0.5], [-1.3, -0.1, -0.6], [-0.5, 0.5, -0.2], [0.8, -0.1, -0.8], [0.5, 0.4, 0.0], [-0.1, 0.1, 0.9], [0.1, 0.8, -0.7], [-0.7, -0.8, 0.3], [0.6, 0.4, 0.2], [-0.1, 0.1, -0.1], [-0.4, -0.3, 0.1], [-0.1, 0.1, -0.2], [-0.1, -0.2, -0.4], [0.0, -0.2, 0.4], [0.1, -0.1, -0.2], [-0.2, -0.4, -0.1], [-0.1, 0.0, -0.4], [-0.9, -0.3, 0.8], [0.5, 0.6, -0.4], [0.6, -0.3, 0.5], [-0.5, 0.0, -0.1], [0.6, -0.2, 0.5], [0.3, 0.1, 0.0], [0.0, 0.1, 0.0], [-0.2, -0.1, 0.0], [0.0, -0.1, -0.2], [-0.3, 0.1, -0.3], [-0.1, 0.0, -0.1], [0.0, -0.1, -0.3], [-0.1, 0.3, -0.4], [0.2, -0.1, 0.7], [-0.8, -0.6, -0.4], [1.2, -0.7, 0.2], [-0.2, 0.5, -0.9], [0.4, -0.5, 0.0], [0.0, 0.1, 0.0], [0.2, 0.2, -0.3], [0.3, 0.1, 0.0], [0.1, 0.3, 0.0], [-0.6, 0.2, 0.0], [-0.1, 0.1, 0.3], [-0.3, 0.2, 0.3], [-0.4, 0.2, -0.2], [0.7, 0.0, -0.4], [0.6, -0.6, 0.6], [-0.3, -0.8, -0.8], [0.6, 0.2, 0.0], [0.1, 0.5, 0.3], [-0.3, 0.4, 0.2], [0.0, -1.4, -0.1], [-0.1, 0.2, 0.1], [-0.4, 0.1, 0.0], [-0.2, 0.1, 0.2], [-0.5, 0.4, -0.3], [0.0, 0.0, 0.1], [-0.2, 0.2, -0.1], [-0.3, -0.3, 0.0], [-0.1, 0.0, 0.0], [-0.2, -0.2, -0.2], [0.1, -0.1, 0.0], [0.1, -0.1, 0.1], [0.2, 0.1, -0.1], [0.1, 0.4, 0.1], [0.0, 0.3, -0.2], [-0.1, 0.3, 0.1], [-0.8, -0.1, -0.1], [0.5, -0.6, 0.6], [-0.4, -0.2, 0.0], [-0.1, 0.1, 0.2], [-1.0, 0.0, 0.2], [0.0, 0.6, 0.1], [-0.1, -0.7, -0.6], [0.2, 0.2, 0.0], [0.0, 0.1, 0.0], [0.3, -0.1, 0.0], [0.2, 0.1, 0.0], [-0.1, 0.4, -0.2], [0.0, 0.0, -0.1], [0.2, -0.1, -0.1], [0.1, 0.0, 0.2], [0.3, 0.3, -0.2], [0.4, -0.2, -0.2], [0.1, -0.2, -0.2], [0.0, -0.1, 0.1], [0.1, 0.3, 0.1], [0.0, 0.1, 0.0], [-0.1, 0.2, 0.2], [0.2, 0.6, -0.2], [-0.5, -0.1, 0.5], [-0.5, -0.1, -0.1], [1.0, -0.2, -0.6], [0.0, 0.1, -0.3], [0.2, -0.3, 0.2], [-0.5, -0.1, -0.2], [0.1, -0.2, 0.0], [0.0, 0.0, 0.0], [-0.1, -0.2, 0.0], [0.0, 0.0, -0.1], [0.1, -0.1, 0.0], [-0.3, -0.1, 0.6], [-0.1, 0.4, -0.1], [0.0, 0.2, 0.1], [0.2, -0.2, 0.1], [-0.2, 0.1, 0.2], [0.1, -0.1, -0.1], [0.0, 0.1, 0.0], [0.2, 0.0, 0.1], [0.3, 0.3, 0.0], [0.0, 0.0, -0.1]], "charge": 3, "gap_ev": 5.64, "lumo_ev": -8.96, "de_lowest_ev": 0.000, "e_tot_ev": -86896.374}